The following is a DFT calculation (ωB97M-V/def2-TZVPD) of an isolated molecule of C9H11NO2S in a non-equilibrium geometry.

Positions of all 24 atoms, in Å:
1 C 1.90 1.40 -2.35
2 C 0.59 1.50 -1.60
3 C 0.12 2.98 -1.61
4 C 0.49 0.93 -0.19
5 N -0.06 -0.24 -0.02
6 C -0.19 -0.71 1.22
7 C 0.41 -0.16 2.35
8 C 1.18 0.97 2.20
9 O 1.88 1.26 3.15
10 O 1.09 1.60 0.92
11 C 0.03 -0.82 3.62
12 C -0.23 -2.23 3.18
13 S -1.06 -2.19 1.59
14 H 2.61 2.05 -2.02
15 H 2.37 0.38 -2.24
16 H 1.73 1.53 -3.44
17 H 0.00 0.98 -2.38
18 H 0.44 3.44 -2.58
19 H 0.48 3.63 -0.79
20 H -1.03 2.96 -1.52
21 H -0.90 -0.27 4.07
22 H 0.85 -0.80 4.27
23 H -0.73 -2.68 3.97
24 H 0.72 -2.80 2.92

* lowest unoccupied orbital energy: -0.021 eV
* relative energy (zero: lowest compared OMol25 entry of this formula, charge and spin): 44.3 kcal per mole
* max |F|: 4.42 eV/Å
* E: -25930.3539 eV

Charge distribution, natural (NBO) scheme, values in e: -0.58, -0.30, -0.61, 0.64, -0.51, 0.10, -0.22, 0.74, -0.57, -0.50, -0.41, -0.52, 0.29, 0.20, 0.22, 0.21, 0.25, 0.22, 0.23, 0.21, 0.22, 0.24, 0.23, 0.22

The following is a DFT calculation (ωB97M-V/def2-TZVPD) of a structure of composition C9H23FeO4 in a non-equilibrium geometry.

Positions of all 37 atoms, in Å:
1 Fe -1.13 -0.48 -0.03
2 C -1.03 0.10 -3.84
3 C -1.68 -1.09 -3.12
4 O -2.09 -0.85 -1.84
5 H -0.92 -0.09 -4.91
6 H -0.05 0.34 -3.41
7 H -1.64 0.98 -3.61
8 H -0.96 -1.94 -3.17
9 H -2.53 -1.41 -3.75
10 C 0.52 -2.26 2.32
11 C -0.96 -2.61 2.29
12 O -1.71 -1.77 1.48
13 H 0.94 -2.44 1.33
14 H 1.02 -2.90 3.06
15 H 0.71 -1.25 2.69
16 H -1.32 -2.62 3.33
17 H -1.11 -3.63 1.91
18 C -1.03 2.04 2.72
19 C -1.15 2.46 1.27
20 O -1.44 1.45 0.38
21 H -0.25 1.29 2.86
22 H -1.94 1.53 3.05
23 H -0.97 2.87 3.43
24 H -0.19 2.92 0.95
25 H -1.89 3.27 1.20
26 C 1.63 1.47 -1.42
27 C 1.99 0.15 -0.80
28 C 2.37 0.32 0.66
29 O 0.85 -0.74 -0.82
30 H 1.16 1.42 -2.40
31 H 2.47 2.17 -1.47
32 H 0.88 2.02 -0.84
33 H 2.83 -0.32 -1.32
34 H 1.56 0.63 1.32
35 H 3.19 1.03 0.82
36 H 2.81 -0.59 1.09
37 H 1.05 -1.48 -1.41

* lowest unoccupied orbital energy (alpha / beta): 2.997 / 2.995 eV
* relative energy (zero: lowest compared OMol25 entry of this formula, charge and spin): 12.4 kcal per mole
* charge: -1
* max |F|: 1.91 eV/Å
* E: -52283.4928 eV
* spin multiplicity: 5
* ⟨S²⟩: 6.010

Charge distribution, natural (NBO) scheme, values in e: 1.58, -0.64, -0.01, -0.99, 0.18, 0.17, 0.21, 0.08, 0.11, -0.63, -0.03, -0.99, 0.19, 0.18, 0.20, 0.11, 0.12, -0.64, -0.02, -1.00, 0.19, 0.21, 0.18, 0.10, 0.12, -0.65, 0.10, -0.63, -0.77, 0.22, 0.20, 0.25, 0.16, 0.24, 0.20, 0.21, 0.50

The following is a DFT calculation (ωB97M-V/def2-TZVPD) of a structure of composition C46H55F3N10SSbTi in a non-equilibrium geometry.

Positions of all 117 atoms, in Å:
1 Ti -0.02 -0.72 0.82
2 C 1.50 1.93 0.22
3 N 0.54 1.15 0.98
4 C -0.11 1.80 1.94
5 C -1.07 1.07 2.66
6 C -1.87 1.33 3.77
7 C -2.59 0.17 4.01
8 C -2.21 -0.76 3.05
9 N -1.29 -0.22 2.22
10 C 2.85 1.93 0.88
11 C 3.61 0.77 0.89
12 C 4.88 0.76 1.45
13 C 5.38 1.91 2.05
14 C 4.61 3.06 2.08
15 C 3.35 3.07 1.49
16 H 1.15 2.96 0.10
17 H 1.58 1.48 -0.79
18 H 0.07 2.85 2.14
19 H -1.93 2.26 4.31
20 H -3.30 0.00 4.80
21 H -2.59 -1.76 2.90
22 H 3.20 -0.13 0.45
23 H 5.47 -0.14 1.43
24 H 6.36 1.90 2.49
25 H 4.99 3.95 2.55
26 H 2.77 3.98 1.51
27 C -3.14 -4.71 1.49
28 N -3.06 -3.83 0.35
29 C -4.11 -3.87 -0.65
30 C -3.98 -2.49 -1.28
31 N -2.57 -2.14 -1.08
32 C -1.72 -2.36 -2.24
33 C -2.14 -2.88 0.05
34 N -1.00 -2.59 0.57
35 C -0.34 -3.45 1.53
36 C 1.16 -3.20 1.40
37 N 1.42 -1.85 1.87
38 C 2.49 -1.65 2.59
39 N 2.64 -0.63 3.48
40 C 1.56 0.09 4.09
41 C 3.89 -0.73 4.21
42 C 4.51 -2.03 3.69
43 N 3.61 -2.46 2.63
44 C 4.19 -3.15 1.51
45 H -4.19 -4.91 1.71
46 H -2.70 -4.25 2.37
47 H -2.65 -5.67 1.30
48 H -5.09 -4.03 -0.21
49 H -3.92 -4.68 -1.38
50 H -4.59 -1.76 -0.74
51 H -4.25 -2.45 -2.34
52 H -2.09 -1.76 -3.07
53 H -0.71 -2.06 -1.97
54 H -1.70 -3.41 -2.55
55 H -0.55 -4.51 1.35
56 H -0.63 -3.19 2.56
57 H 1.43 -3.34 0.34
58 H 1.70 -3.94 2.01
59 H 0.64 -0.15 3.56
60 H 1.74 1.16 4.05
61 H 1.44 -0.21 5.14
62 H 3.70 -0.78 5.29
63 H 4.51 0.15 4.01
64 H 4.56 -2.80 4.46
65 H 5.52 -1.87 3.30
66 H 5.20 -2.78 1.32
67 H 3.59 -3.01 0.62
68 H 4.27 -4.22 1.73
69 F -6.85 2.00 -4.63
70 C -5.79 1.83 -3.82
71 C -4.68 1.14 -4.27
72 C -3.62 0.94 -3.41
73 C -3.65 1.42 -2.11
74 C -4.77 2.13 -1.69
75 C -5.84 2.35 -2.54
76 Sb -1.99 1.00 -0.75
77 C -2.72 2.54 0.59
78 C -3.70 2.04 1.46
79 C -4.38 2.87 2.33
80 C -4.08 4.22 2.33
81 F -4.74 5.04 3.16
82 C -3.11 4.74 1.49
83 C -2.44 3.90 0.62
84 C -0.64 1.94 -2.18
85 C -0.08 1.06 -3.10
86 C 0.82 1.49 -4.06
87 C 1.20 2.81 -4.06
88 F 2.12 3.22 -4.96
89 C 0.67 3.72 -3.17
90 C -0.27 3.28 -2.25
91 H -4.66 0.77 -5.29
92 H -2.75 0.42 -3.77
93 H -4.81 2.54 -0.69
94 H -6.69 2.92 -2.21
95 H -3.93 0.99 1.45
96 H -5.13 2.48 3.00
97 H -2.90 5.80 1.51
98 H -1.69 4.33 -0.03
99 H -0.35 0.02 -3.07
100 H 1.22 0.81 -4.79
101 H 0.97 4.75 -3.21
102 H -0.72 4.00 -1.59
103 C 1.82 -2.21 -4.25
104 N 2.69 -1.23 -3.68
105 C 3.71 -0.55 -4.47
106 C 4.38 0.37 -3.44
107 N 3.41 0.37 -2.35
108 C 2.55 -0.66 -2.47
109 S 1.48 -1.23 -1.31
110 H 2.41 -3.02 -4.70
111 H 1.18 -1.78 -5.02
112 H 1.21 -2.62 -3.45
113 H 3.25 0.02 -5.29
114 H 4.39 -1.28 -4.90
115 H 4.52 1.38 -3.81
116 H 5.34 -0.04 -3.11
117 H 3.65 0.78 -1.46

* lowest unoccupied orbital energy (alpha / beta): -1.736 / -1.731 eV
* charge: +1
* max |F|: 2.29 eV/Å
* E: -112132.0343 eV
* spin multiplicity: 3
* ⟨S²⟩: 2.032

Results of the Löwdin charge analysis, in e, for atoms 1 through 99: 0.56, -0.19, -0.15, -0.14, -0.39, -0.05, -0.08, -0.16, -0.12, -0.20, -0.08, -0.09, -0.09, -0.07, -0.03, 0.12, 0.07, 0.14, 0.11, 0.09, 0.09, 0.06, 0.10, 0.11, 0.11, 0.11, -0.03, -0.06, -0.11, -0.13, -0.16, -0.08, -0.36, -0.02, -0.20, -0.24, -0.03, -0.34, -0.08, -0.01, -0.11, -0.11, -0.08, -0.04, 0.10, 0.08, 0.10, 0.13, 0.13, 0.12, 0.13, 0.08, -0.02, 0.10, 0.12, 0.12, 0.07, 0.13, 0.06, 0.10, 0.10, 0.13, 0.11, 0.13, 0.12, 0.09, 0.07, 0.10, 0.07, -0.28, -0.01, -0.13, -0.33, -0.11, 0.00, 1.63, -0.37, -0.17, 0.00, -0.27, 0.07, 0.00, -0.10, -0.35, -0.18, -0.02, -0.27, 0.06, 0.01, -0.10, 0.12, 0.08, 0.08, 0.12, 0.10, 0.13, 0.12, 0.08, 0.06

The following is a DFT calculation (ωB97M-V/def2-TZVPD) of a structure of composition C3H3ORb in a non-equilibrium geometry.

Positions of all 8 atoms, in Å:
1 C -1.54 -1.23 0.15
2 C -1.42 -2.41 -0.14
3 H -2.08 -0.37 0.51
4 H -0.84 -3.28 -0.42
5 C 0.97 1.24 -0.15
6 O 1.94 1.42 0.63
7 Rb 1.90 4.36 0.14
8 H 1.07 0.27 -0.72

* lowest unoccupied orbital energy: -0.949 eV
* relative energy (zero: lowest compared OMol25 entry of this formula, charge and spin): 0.0 kcal per mole
* max |F|: 2.35 eV/Å
* E: -5856.9091 eV

Charge distribution, natural (NBO) scheme, values in e: -0.21, -0.27, 0.24, 0.23, -0.14, -0.78, 0.90, 0.02

The following is a DFT calculation (ωB97M-V/def2-TZVPD) of a structure of composition C11H17BN6OW in a non-equilibrium geometry.

Positions of all 37 atoms, in Å:
1 H -0.35 2.84 2.13
2 N 0.03 1.60 0.38
3 B 0.67 0.66 -1.89
4 N 0.57 1.87 -0.88
5 C 0.83 3.19 -0.96
6 W -0.40 -0.41 0.93
7 H 1.30 3.61 -1.84
8 C 0.50 3.79 0.27
9 H 0.63 4.83 0.55
10 C 0.01 2.78 1.10
11 H 1.02 1.03 -3.00
12 C -1.66 -2.29 1.71
13 H -1.99 -2.06 2.72
14 H -0.74 -2.90 1.75
15 H -2.42 -2.99 1.31
16 N -0.73 0.07 -2.05
17 N 1.61 -0.43 -1.28
18 N -1.39 -0.47 -0.95
19 N 1.24 -1.11 -0.11
20 C -1.51 -0.03 -3.14
21 C 2.74 -0.98 -1.75
22 H -1.14 0.36 -4.09
23 H 3.25 -0.59 -2.63
24 C -2.72 -0.61 -2.78
25 C 3.17 -1.96 -0.85
26 C -2.61 -0.87 -1.41
27 C 2.23 -2.01 0.18
28 H -3.55 -0.78 -3.46
29 H 4.09 -2.52 -0.90
30 H -3.36 -1.29 -0.76
31 H 2.22 -2.62 1.08
32 H -1.80 -1.38 0.98
33 C 0.08 0.33 3.98
34 O -0.55 0.37 2.71
35 H -0.51 0.92 4.69
36 H 1.07 0.80 3.95
37 H 0.17 -0.71 4.32

* lowest unoccupied orbital energy (alpha / beta): -9.155 / -8.593 eV
* relative energy (zero: lowest compared OMol25 entry of this formula, charge and spin): 0.0 kcal per mole
* charge: +2
* max |F|: 4.41 eV/Å
* E: -25156.8274 eV
* spin multiplicity: 3
* ⟨S²⟩: 2.010

Charge distribution, natural (NBO) scheme, values in e: 0.26, -0.41, 0.51, -0.31, 0.08, 1.92, 0.26, -0.31, 0.28, 0.04, 0.03, -0.87, 0.29, 0.29, 0.32, -0.31, -0.30, -0.43, -0.43, 0.10, 0.11, 0.27, 0.27, -0.30, -0.29, 0.04, 0.04, 0.28, 0.28, 0.24, 0.25, 0.13, -0.26, -0.71, 0.23, 0.21, 0.20

The following is a DFT calculation (ωB97M-V/def2-TZVPD) of an isolated molecule of C19H26N2O in a non-equilibrium geometry.

Positions of all 48 atoms, in Å:
1 C -3.56 0.04 1.09
2 N -2.61 0.21 0.01
3 C -1.82 -0.98 -0.29
4 C -0.68 -1.20 0.70
5 C 0.10 -2.41 0.24
6 C 1.30 -2.48 1.02
7 C 2.38 -2.51 1.51
8 C 3.80 -2.45 1.97
9 C 4.25 -0.97 1.92
10 C 4.71 -3.29 1.08
11 C 3.89 -3.03 3.37
12 C -2.04 1.48 -0.24
13 C -1.51 2.29 0.79
14 C -0.81 3.44 0.49
15 C -0.69 3.91 -0.82
16 C -1.24 3.16 -1.85
17 C -1.93 1.93 -1.58
18 C -2.57 1.17 -2.72
19 C -3.11 2.17 -3.77
20 C -2.10 3.25 -4.07
21 O -2.09 3.84 -5.14
22 N -1.21 3.69 -3.14
23 H -3.08 -0.06 2.06
24 H -4.30 0.89 1.14
25 H -4.14 -0.91 0.94
26 H -2.46 -1.86 -0.23
27 H -1.42 -0.98 -1.29
28 H -0.03 -0.31 0.73
29 H -1.11 -1.40 1.70
30 H -0.51 -3.29 0.38
31 H 0.43 -2.28 -0.78
32 H 4.40 -0.67 0.87
33 H 5.20 -0.83 2.45
34 H 3.53 -0.35 2.45
35 H 4.29 -4.30 0.92
36 H 5.73 -3.35 1.46
37 H 4.85 -2.81 0.09
38 H 3.51 -4.05 3.42
39 H 4.94 -3.07 3.66
40 H 3.36 -2.42 4.08
41 H -1.55 2.01 1.82
42 H -0.38 4.02 1.27
43 H -0.22 4.86 -1.02
44 H -3.39 0.56 -2.36
45 H -1.79 0.52 -3.15
46 H -4.02 2.59 -3.33
47 H -3.37 1.65 -4.62
48 H -0.90 4.64 -3.23

* lowest unoccupied orbital energy: 0.653 eV
* relative energy (zero: lowest compared OMol25 entry of this formula, charge and spin): 73.9 kcal per mole
* max |F|: 2.91 eV/Å
* E: -25151.3205 eV

Charge distribution, natural (NBO) scheme, values in e: -0.40, -0.48, -0.19, -0.40, -0.47, -0.01, -0.01, -0.12, -0.59, -0.59, -0.58, 0.17, -0.26, -0.18, -0.27, 0.16, -0.01, -0.43, -0.49, 0.68, -0.60, -0.60, 0.17, 0.21, 0.20, 0.19, 0.19, 0.22, 0.20, 0.22, 0.22, 0.21, 0.20, 0.22, 0.22, 0.21, 0.21, 0.21, 0.20, 0.21, 0.21, 0.21, 0.21, 0.24, 0.21, 0.23, 0.24, 0.41

The following is a DFT calculation (ωB97M-V/def2-TZVPD) of a structure of composition C45H26N11O2Ti.

Positions of all 85 atoms, in Å:
1 Ti 0.08 -0.16 0.24
2 C -1.80 -0.83 6.61
3 C -0.42 -0.87 6.84
4 C 0.50 -0.77 5.81
5 C -0.02 -0.63 4.52
6 C 0.63 -0.57 3.23
7 N 1.93 -0.62 3.09
8 C 2.46 -0.94 1.92
9 C 3.87 -1.21 1.73
10 C 4.98 -1.03 2.54
11 C 6.21 -1.45 2.04
12 C 6.31 -2.06 0.79
13 C 5.20 -2.26 -0.01
14 C 3.98 -1.81 0.47
15 C 2.65 -1.79 -0.11
16 N 2.40 -2.24 -1.32
17 C 1.25 -2.05 -1.91
18 N 0.13 -1.40 -1.41
19 C -0.81 -1.39 -2.41
20 N -2.04 -0.94 -2.34
21 C -2.55 -0.58 -1.18
22 N -1.93 -0.59 0.05
23 C -2.87 -0.24 0.99
24 N -2.72 -0.27 2.30
25 C -1.56 -0.47 2.85
26 N -0.31 -0.48 2.23
27 C -1.39 -0.59 4.29
28 C -2.31 -0.70 5.32
29 C -4.12 0.07 0.34
30 C -5.35 0.51 0.83
31 C -6.36 0.71 -0.09
32 C -6.16 0.48 -1.46
33 C -4.94 0.05 -1.95
34 C -3.92 -0.14 -1.02
35 C -0.27 -2.01 -3.61
36 C -0.81 -2.22 -4.87
37 C -0.02 -2.90 -5.79
38 C 1.25 -3.37 -5.45
39 C 1.78 -3.16 -4.19
40 C 1.00 -2.46 -3.28
41 N 1.76 -1.25 0.78
42 H -2.48 -0.92 7.44
43 H -0.06 -0.99 7.86
44 H 1.56 -0.81 5.98
45 H 4.89 -0.56 3.51
46 H 7.10 -1.30 2.64
47 H 7.28 -2.40 0.45
48 H 5.27 -2.75 -0.97
49 H -3.37 -0.69 5.13
50 H -5.51 0.68 1.89
51 H -7.33 1.06 0.25
52 H -6.98 0.64 -2.15
53 H -4.78 -0.14 -3.00
54 H -1.80 -1.87 -5.12
55 H -0.40 -3.07 -6.78
56 H 1.83 -3.91 -6.19
57 H 2.77 -3.52 -3.91
58 O 3.66 0.53 -2.03
59 C 3.04 1.17 -3.06
60 C 3.72 1.39 -4.25
61 C 3.12 2.08 -5.29
62 C 1.83 2.58 -5.15
63 C 1.15 2.35 -3.97
64 C 1.72 1.64 -2.91
65 C 0.91 1.43 -1.71
66 O 1.41 0.86 -0.62
67 N -0.33 1.86 -1.70
68 N -0.79 1.75 -0.40
69 C -1.72 2.53 -0.02
70 C -1.99 2.76 1.41
71 C -3.15 3.39 1.82
72 C -3.30 3.71 3.16
73 C -2.27 3.40 4.04
74 C -1.14 2.77 3.53
75 N -0.99 2.46 2.25
76 H 4.53 0.24 -2.32
77 H 4.73 1.01 -4.36
78 H 3.67 2.25 -6.21
79 H 1.37 3.13 -5.95
80 H 0.14 2.73 -3.84
81 H -2.24 3.13 -0.76
82 H -3.93 3.61 1.10
83 H -4.20 4.20 3.51
84 H -2.34 3.66 5.09
85 H -0.31 2.53 4.19

* lowest unoccupied orbital energy (alpha / beta): -4.306 / -4.187 eV
* charge: +1
* max |F|: 0.81 eV/Å
* E: -90688.1614 eV

Charge distribution, Löwdin scheme, values in e: 1.25, -0.05, -0.05, 0.01, -0.11, -0.25, 0.23, -0.23, -0.09, 0.01, -0.05, -0.05, 0.00, -0.10, -0.25, 0.23, -0.23, 0.07, -0.25, 0.23, -0.26, 0.05, -0.27, 0.23, -0.26, 0.06, -0.11, 0.00, -0.11, -0.01, -0.06, -0.05, 0.01, -0.10, -0.10, 0.01, -0.05, -0.05, 0.00, -0.10, 0.05, 0.11, 0.11, 0.12, 0.12, 0.11, 0.11, 0.12, 0.12, 0.12, 0.11, 0.11, 0.12, 0.12, 0.11, 0.11, 0.12, 0.08, -0.24, -0.01, -0.06, -0.07, -0.01, -0.07, -0.37, -0.13, 0.12, -0.07, -0.02, -0.27, -0.01, -0.04, -0.03, -0.11, 0.12, 0.12, 0.12, 0.11, 0.11, 0.11, 0.15, 0.12, 0.12, 0.11, 0.12

The following is a DFT calculation (ωB97M-V/def2-TZVPD) of a structure of composition C22H20AuN4PS in a non-equilibrium geometry.

Positions of all 49 atoms, in Å:
1 Au -1.14 -0.89 -0.02
2 N 1.60 -0.46 1.41
3 P 1.87 -0.87 -0.22
4 C 3.73 -0.87 -0.15
5 C 4.30 -1.96 0.46
6 C 5.64 -1.91 0.87
7 C 6.34 -0.77 0.79
8 C 5.76 0.34 0.26
9 C 4.47 0.33 -0.23
10 C 1.52 0.73 -1.05
11 C 1.00 1.82 -0.35
12 C 0.75 3.01 -1.01
13 C 0.86 3.06 -2.37
14 C 1.26 1.97 -3.10
15 C 1.61 0.80 -2.48
16 C 0.73 -1.13 2.28
17 C 1.00 -1.20 3.69
18 C 0.13 -1.77 4.54
19 C -1.04 -2.36 4.03
20 C -1.24 -2.30 2.67
21 N -0.41 -1.66 1.83
22 H 2.34 0.00 1.88
23 H 3.74 -2.88 0.57
24 H 6.06 -2.68 1.53
25 H 7.36 -0.70 1.19
26 H 6.35 1.27 0.28
27 H 4.05 1.21 -0.61
28 H 0.77 1.68 0.66
29 H 0.35 3.85 -0.55
30 H 0.51 3.91 -2.89
31 H 1.36 2.10 -4.17
32 H 1.87 -0.11 -3.07
33 H 1.93 -0.81 4.11
34 H 0.36 -1.82 5.59
35 H -1.79 -2.81 4.61
36 H -2.13 -2.65 2.20
37 C -6.60 1.44 -3.24
38 C -5.77 0.74 -2.19
39 C -6.29 0.14 -1.05
40 C -5.39 -0.42 -0.14
41 N -4.09 -0.40 -0.32
42 C -3.71 0.15 -1.46
43 S -2.00 0.13 -1.86
44 N -4.47 0.75 -2.41
45 H -5.99 1.79 -4.04
46 H -7.19 2.21 -2.75
47 H -7.27 0.69 -3.67
48 H -7.36 0.15 -0.85
49 H -5.73 -0.82 0.79

* lowest unoccupied orbital energy: 0.292 eV
* max |F|: 2.72 eV/Å
* E: -52915.9828 eV

Charge distribution, natural (NBO) scheme, values in e: 0.46, -0.90, 1.00, -0.33, -0.21, -0.21, -0.21, -0.19, -0.21, -0.37, -0.22, -0.19, -0.20, -0.23, -0.14, 0.43, -0.28, -0.14, -0.28, 0.07, -0.55, 0.41, 0.22, 0.21, 0.22, 0.21, 0.23, 0.22, 0.21, 0.21, 0.21, 0.21, 0.22, 0.22, 0.23, 0.22, -0.65, 0.27, -0.36, 0.09, -0.51, 0.28, -0.25, -0.49, 0.24, 0.22, 0.22, 0.22, 0.18